No. 1
The following is a DFT calculation (the ωB97M-V functional and the def2-TZVPD basis) of a molecular structure, C17H20N3O6SeTi in a non-equilibrium geometry.

```
! RIJCOSX wB97M-V def2-TZVPD def2/J DEFGRID3
* xyz -1 3
Ti 0.99032 -1.28969 0.50572
N 0.37578 -3.10458 1.76188
C 1.22497 -3.01729 2.96218
C 1.34806 -1.54998 3.41643
O 1.43171 -1.29313 4.61056
O 1.36070 -0.69873 2.43606
H -0.60257 -3.13481 1.99776
H 0.58060 -3.91980 1.20654
H 2.22793 -3.35277 2.68819
H 0.87856 -3.62625 3.79916
C 1.60241 2.64575 -0.52709
C 2.58582 1.53646 -0.44526
N 2.28542 0.26316 -0.36794
C 3.47705 -0.42196 -0.29204
C 4.51245 0.47100 -0.30684
N 3.91884 1.69936 -0.41625
C 5.98798 0.40481 -0.24493
O 6.53346 -0.77321 -0.12036
O 6.62794 1.41593 -0.38627
C 3.49323 -1.91789 -0.26313
O 4.57503 -2.48243 -0.11695
O 2.37191 -2.48933 -0.38815
H 0.66765 2.25556 -0.92472
H 1.96047 3.44411 -1.17768
H 1.41067 3.06365 0.46213
H 4.44716 2.55601 -0.46233
H 5.81668 -1.49518 -0.02202
C -5.59098 2.68738 -0.75524
C -4.47487 1.67857 -0.84358
C -3.46432 1.62837 0.10124
C -2.43157 0.69128 0.04019
C -1.37696 0.74629 1.11067
C -2.39946 -0.24847 -1.00095
Se -1.07379 -1.62475 -1.15685
C -3.42341 -0.20513 -1.96978
C -3.45331 -1.18499 -3.10923
C -4.42928 0.74753 -1.87606
H -5.40825 3.40494 0.04587
H -6.55060 2.20351 -0.55500
H -5.69833 3.24606 -1.68829
H -3.47132 2.33895 0.92392
H -1.78168 1.08526 2.06479
H -0.56511 1.42505 0.83879
H -0.93115 -0.23262 1.27250
H -2.50459 -1.18729 -3.64828
H -4.26288 -0.94486 -3.80150
H -3.59241 -2.20399 -2.74112
H -5.20595 0.76015 -2.63670
*
```

Calculated values
gap between HOMO and LUMO (alpha / beta)	5.6 / 7.0	eV
HOMO energy (alpha / beta)	-3.011 / -4.359	eV

***

No. 2
The following is a DFT calculation (the ωB97M-V functional and the def2-TZVPD basis) of a single C17H20N4O3 molecule.

```
! RIJCOSX wB97M-V def2-TZVPD def2/J DEFGRID3
* xyz 0 1
C -0.89871 -0.70986 7.09825
C -0.18444 0.35460 7.40807
C -0.39066 1.72953 6.83549
O -1.33798 1.80841 5.79517
C -1.02207 1.30778 4.57020
C 0.17438 0.68080 4.23779
C 0.39041 0.22222 2.95088
C -0.58596 0.37834 1.97502
N -0.41239 -0.07268 0.66448
C 0.63271 -0.69035 0.09492
O 1.70282 -0.99674 0.59506
C 0.33457 -0.99788 -1.37832
O -0.71387 -0.65600 -1.90137
N 1.33880 -1.65761 -1.95891
C 1.38001 -2.06931 -3.34007
C 2.31407 -1.17986 -4.16594
C 1.70844 0.20877 -4.41293
N 0.63683 0.15201 -5.36734
C 0.77507 0.11031 -6.72797
C -0.48710 -0.00474 -7.23171
N -1.38939 -0.04038 -6.21697
C -0.69245 0.05244 -5.11930
C -1.78839 1.00196 2.30650
C -2.00208 1.46114 3.58588
H -0.71062 -1.66887 7.54825
H -1.70050 -0.66497 6.38017
H 0.61516 0.30317 8.13499
H 0.57452 2.14749 6.51255
H -0.78932 2.38425 7.61997
H 0.94471 0.52881 4.97655
H 1.31928 -0.26315 2.70130
H -1.19044 0.07414 0.02288
H 2.14285 -1.82655 -1.36433
H 0.36069 -2.00793 -3.73065
H 1.71759 -3.10840 -3.38746
H 2.50640 -1.66088 -5.12637
H 3.26483 -1.06918 -3.64104
H 2.48128 0.88463 -4.79227
H 1.31837 0.61548 -3.47647
H 1.73222 0.17609 -7.20418
H -0.80265 -0.06174 -8.25417
H -1.10141 0.05357 -4.12821
H -2.55360 1.12448 1.55386
H -2.92683 1.94654 3.85426
*
```

Calculated values
structure (SMILES)	C=CCOc1ccc(NC(=O)C(=O)NCCCn2ccnc2)cc1
gap between HOMO and LUMO	8.7	eV
HOMO energy	-8.181	eV

***

No. 3
The following is a DFT calculation (the ωB97M-V functional and the def2-TZVPD basis) of a single C17H20N4O4S2 molecule in a non-equilibrium geometry.

```
! RIJCOSX wB97M-V def2-TZVPD def2/J DEFGRID3
* xyz 0 1
C -2.56911 1.42047 -3.20921
C -2.23621 1.57032 -1.67544
O -1.38008 0.47976 -1.25749
C -1.47706 0.04100 -0.04105
O -2.20740 0.57354 0.78055
C -0.50741 -1.09417 0.24814
C 0.91130 -0.68684 0.87369
C 1.66337 -2.00759 1.29173
C 0.62661 0.17070 2.14159
N -0.29312 -0.29440 3.22590
C -0.38432 0.66143 4.12046
N -1.33276 0.36550 4.98274
C -1.71426 1.21536 6.01088
C -2.45695 0.56580 7.12445
O -1.28038 2.39045 6.10773
S 0.60779 2.03490 3.89623
C 1.23057 1.37068 2.42443
C 2.08456 2.13028 1.49704
C 2.15588 1.37628 0.13118
S 3.00371 2.07231 -1.23368
C 2.93505 0.43405 -1.96855
N 3.41687 -0.08034 -3.14328
C 4.29840 0.47313 -4.06713
C 5.34712 1.54091 -3.88553
O 4.44674 -0.27186 -4.97086
N 2.12778 -0.42617 -1.36531
C 1.70873 0.07183 -0.09900
H -3.52802 1.81217 -3.45909
H -2.45330 0.41837 -3.68200
H -1.94532 2.13350 -3.70715
H -3.12156 1.60087 -1.02062
H -1.69102 2.56507 -1.47813
H -0.43871 -1.75074 -0.62865
H -0.95133 -1.67603 1.08938
H 2.44169 -1.67949 1.98265
H 2.06873 -2.53709 0.42448
H 1.01594 -2.65624 1.91395
H -1.78570 -0.51732 4.87920
H -2.05988 0.75378 8.12460
H -3.43632 1.03646 7.18892
H -2.54271 -0.58389 6.97086
H 3.13668 2.16649 2.05081
H 1.73847 3.17535 1.38096
H 2.97158 -0.93708 -3.35501
H 5.71542 1.68712 -4.90541
H 4.93758 2.47590 -3.67812
H 6.07372 1.28678 -3.16052
*
```

Calculated values
structure (SMILES)	CCOC(=O)CC1(C)c2nc(NC(C)=O)sc2Cc2sc(NC(C)=O)nc21
gap between HOMO and LUMO	8.7	eV
HOMO energy	-8.299	eV

***

Relative energy (zero: lowest compared OMol25 entry of this formula, charge and spin) for the records above, in order: 33.64; 272.18; 200.13 kJ/mol